[1]
DFT (ωB97M-V/def2-TZVPD) results for C52H41MoNO3S3 as an isolated structure.

Geometry (Å):
Mo1 0.50657 1.01706 -0.34493
C1 6.43961 1.08708 4.59840
C2 5.63527 0.68942 3.36223
C3 4.26315 0.52511 3.42283
C4 3.47790 0.54271 2.23899
C5 4.07623 0.58230 0.96661
C6 5.48203 0.66653 0.86813
C7 6.19156 0.74046 2.04161
S1 3.03288 0.23096 -0.52668
O1 3.99190 -0.09494 -1.66760
C8 2.15324 1.65877 -1.37340
C9 2.36521 2.99366 -0.97411
C10 2.01328 4.11533 -1.72310
C11 1.39492 3.98144 -2.97599
C12 1.33780 4.98126 -3.95615
C13 0.37828 4.94311 -4.93950
C14 -0.45946 3.78946 -4.94382
C15 -0.26133 2.70026 -4.14369
C16 0.84691 2.70258 -3.24444
C17 1.38737 1.44076 -2.58739
C18 0.62714 0.18538 -2.83667
C19 0.59459 -0.63953 -4.03974
C20 1.45419 -0.25701 -5.14005
C21 1.52365 -1.18553 -6.18609
C22 0.99448 -2.49633 -6.06804
C23 0.09955 -2.82057 -5.06321
C24 -0.13099 -1.88591 -4.05326
C25 -0.81524 -2.22634 -2.84459
C26 -0.94226 -1.36393 -1.77722
C27 -0.22308 -0.20210 -1.78563
S2 -6.69057 -0.21837 2.67886
O2 -7.41067 -1.40111 2.33681
C28 -6.30687 0.82568 1.38663
C29 -7.44189 1.01976 0.64931
C30 -7.35511 1.75753 -0.47999
C31 -6.13050 2.22257 -0.93216
C32 -5.80760 2.42125 -2.40307
C33 -5.10951 2.28274 -0.03135
C34 -5.16736 1.55316 1.13756
H1 7.46597 1.22274 4.30782
H2 6.54153 0.26532 5.33142
H3 6.05165 1.97046 5.14272
H4 3.76434 0.49691 4.37753
H5 2.40046 0.51410 2.34888
H6 5.95782 0.82720 -0.11742
H7 7.26666 0.85709 2.02656
H8 3.02945 3.16125 -0.11539
H9 2.37350 5.12228 -1.35835
H10 2.05924 5.84598 -3.86744
H11 0.35036 5.62034 -5.77990
H12 -1.37763 3.82719 -5.50378
H13 -0.92406 1.89811 -4.18345
H14 1.87498 0.74614 -5.21840
H15 1.98415 -0.91059 -7.15553
H16 1.19471 -3.16805 -6.90364
H17 -0.37779 -3.84272 -5.07557
H18 -1.28031 -3.19759 -2.74261
H19 -1.70626 -1.49240 -0.98038
H20 -8.34273 0.50045 0.96652
H21 -8.27338 2.00977 -1.01883
H22 -6.70015 2.62674 -2.96749
H23 -5.29666 1.47684 -2.73731
H24 -5.06593 3.22757 -2.48982
H25 -4.17785 2.85472 -0.26795
H26 -4.28676 1.48653 1.78827
N1 -0.21318 2.35626 0.72518
C35 -0.74439 3.20496 1.67678
C36 -0.24228 2.95953 3.02039
C37 -0.63398 3.79257 4.03597
C38 -1.64817 4.75959 3.82197
C39 -2.17584 4.99164 2.54782
C40 -1.61301 4.33656 1.47907
H27 0.34786 2.04907 3.21866
H28 -0.19820 3.67257 5.03991
H29 -2.02524 5.32087 4.65932
H30 -2.96224 5.71871 2.46271
H31 -1.95667 4.61908 0.48538
O3 -2.47238 -4.80331 2.03589
S3 -1.30041 -3.90508 1.95549
C41 -0.37426 -4.40903 3.37138
C42 0.75170 -3.64594 3.74135
C43 1.49373 -4.08158 4.82305
C44 1.12053 -5.20117 5.56759
C45 -0.00473 -5.94156 5.19657
C46 -0.77943 -5.52563 4.08687
C47 -0.26066 -4.39130 0.55393
C48 -0.53973 -5.68443 0.12029
C49 0.28354 -6.35007 -0.74604
C50 1.45375 -5.69698 -1.14922
C51 1.80549 -4.46520 -0.62429
C52 0.94414 -3.75887 0.17146
H32 0.95554 -2.68914 3.28124
H33 2.43404 -3.52359 4.96529
H34 1.70989 -5.54845 6.41674
H35 -0.40334 -6.70646 5.86170
H36 -1.71009 -6.03368 3.81002
H37 -1.39030 -6.21804 0.52233
H38 -0.06760 -7.26060 -1.14773
H39 2.04585 -6.01130 -1.99167
H40 2.73091 -4.01728 -0.93851
H41 1.11859 -2.72376 0.49057

Properties
Max |F| (eV Å⁻¹): 5.56
E_LUMO (alpha / beta) (eV): -8.67 / -8.67
HOMO (alpha / beta) (eV): -11.937 / -12.066
Charge: +2
Orbital gap (alpha / beta) (eV): 3.271 / 3.399
Spin multiplicity: 3

Löwdin population analysis, charges in e, atoms 1 to 99: Mo 1.435; C -0.029; C -0.220; C -0.029; C -0.078; C -0.345; C -0.053; C -0.017; S 0.956; O -0.454; C -0.553; C -0.082; C 0.021; C -0.180; C -0.012; C -0.021; C -0.045; C -0.011; C -0.065; C -0.107; C -0.192; C -0.083; C 0.012; C -0.050; C -0.054; C -0.024; C -0.150; C -0.001; C -0.122; C -0.290; S 1.238; O -0.313; C -0.471; C -0.087; C 0.010; C -0.216; C 0.007; C -0.011; C -0.024; H 0.068; H 0.095; H 0.100; H 0.116; H 0.078; H 0.133; H 0.119; H 0.127; H 0.154; H 0.150; H 0.119; H 0.112; H 0.102; H 0.117; H 0.121; H 0.115; H 0.144; H 0.121; H 0.114; H 0.124; H 0.150; H 0.085; H 0.125; H 0.093; H 0.145; H 0.138; N -0.168; C -0.353; C -0.052; C -0.085; C -0.072; C -0.099; C -0.055; H 0.101; H 0.117; H 0.102; H 0.105; H 0.100; O -0.522; S 0.942; C -0.389; C -0.098; C -0.090; C -0.070; C -0.050; C -0.053; C -0.350; C -0.091; C -0.048; C -0.054; C -0.088; C -0.096; H 0.093; H 0.112; H 0.111; H 0.112; H 0.115; H 0.109; H 0.102; H 0.108

[2]
DFT (ωB97M-V/def2-TZVPD) results for a 7-piece molecular cluster, C46H101N5O7 overall.

Geometry (Å):
C1 0.34827 -0.90529 0.88085
O1 0.71142 -1.80834 1.88917
H1 -0.18181 -0.16711 1.48269
H2 1.23244 -0.36203 0.54738
H3 -0.23437 -1.33235 0.06460
H4 -0.08650 -2.19587 2.25625
O2 3.08626 -2.88097 0.89546
H5 2.50261 -2.21458 1.25810
H6 3.78071 -2.97249 1.54784
C2 -0.04030 -0.76860 4.91564
C3 -1.55991 -1.24735 5.14481
C4 -2.29507 -0.01790 5.76306
C5 -3.80197 -0.17225 5.91105
C6 -4.39001 -0.41792 4.55917
C7 -3.69081 -1.52673 3.70050
N1 -2.16877 -1.58507 3.90673
O3 -1.57394 -2.58116 3.26877
C8 -4.34019 -2.93454 4.04378
C9 -3.80691 -1.12228 2.29332
C10 -1.39779 -2.45740 6.13885
H7 0.44664 -0.42641 5.82882
H8 -0.08522 0.07708 4.22941
H9 0.57469 -1.51905 4.41894
H10 -1.82158 0.14642 6.73100
H11 -2.14684 0.89329 5.18352
H12 -4.09455 0.76921 6.37596
H13 -3.99895 -1.00873 6.58158
H14 -4.49459 0.55275 4.07444
H15 -5.45280 -0.64221 4.65008
H16 -5.40760 -2.98916 3.82991
H17 -3.93702 -3.67552 3.35349
H18 -4.13617 -3.38070 5.01713
H19 -4.82538 -1.20918 1.91483
H20 -3.46959 -0.08934 2.20753
H21 -3.22062 -1.75546 1.62740
H22 -0.62746 -3.17150 5.84775
H23 -2.41830 -2.81936 6.26396
H24 -1.16568 -2.13504 7.15389
H25 -1.90381 -3.32970 3.77124
C11 5.55956 2.08545 1.98348
C12 5.12963 1.79549 0.50605
C13 5.56374 3.01263 -0.35195
C14 7.11801 3.06943 -0.79487
C15 7.56728 1.72399 -1.36248
C16 7.11622 0.47149 -0.54084
N2 5.66588 0.56739 -0.11843
O4 5.20894 -0.56571 0.38563
C17 7.33944 -0.72786 -1.55260
C18 8.11010 0.28828 0.68799
C19 3.55922 1.74162 0.55798
H26 5.53053 1.19782 2.61543
H27 4.95919 2.85165 2.47401
H28 6.60822 2.37705 2.04151
H29 4.92740 3.06320 -1.23547
H30 5.26298 3.89099 0.21913
H31 7.69437 3.22860 0.11649
H32 7.31321 3.92784 -1.43763
H33 8.65129 1.75161 -1.47314
H34 7.14928 1.70523 -2.36897
H35 6.64488 -0.63631 -2.38765
H36 8.35798 -0.93459 -1.88114
H37 7.10487 -1.67900 -1.07467
H38 9.06563 -0.18813 0.46867
H39 8.24809 1.25645 1.16933
H40 7.64115 -0.38607 1.40454
H41 3.20822 0.84258 1.06457
H42 3.07247 1.68904 -0.41588
H43 3.15268 2.62792 1.04513
H44 4.79154 -0.98457 -0.37063
C20 -2.26029 -2.54785 -2.59703
C21 -2.73204 -3.78767 -1.69988
C22 -4.27007 -3.46773 -1.44132
C23 -5.06373 -4.65655 -0.77136
C24 -4.87431 -5.87457 -1.75025
C25 -3.35776 -6.21078 -2.02682
N3 -2.58558 -5.02408 -2.45957
O5 -1.29365 -5.29149 -2.87762
C26 -2.71613 -7.00994 -0.83269
C27 -3.43309 -7.12243 -3.32381
C28 -1.97333 -3.85641 -0.33391
H45 -2.46193 -1.64254 -2.02443
H46 -2.77394 -2.43528 -3.55180
H47 -1.17317 -2.61936 -2.63104
H48 -4.26459 -2.57157 -0.82086
H49 -4.70656 -3.18946 -2.40056
H50 -6.13152 -4.44932 -0.70077
H51 -4.67340 -4.86304 0.22518
H52 -5.43031 -5.62413 -2.65372
H53 -5.25738 -6.82386 -1.37581
H54 -3.41155 -7.73089 -0.40290
H55 -1.91406 -7.62483 -1.24099
H56 -2.40216 -6.42042 0.02869
H57 -2.53899 -7.74437 -3.36717
H58 -4.25291 -7.83860 -3.26800
H59 -3.69921 -6.59321 -4.23880
H60 -1.71096 -2.87923 0.07153
H61 -1.02534 -4.39333 -0.36762
H62 -2.50961 -4.27515 0.51766
H63 -0.81892 -5.55887 -2.08722
C29 -0.32911 1.00404 -2.67515
C30 0.60763 1.47657 -3.82328
C31 0.85707 3.00223 -3.68189
C32 1.89662 3.64125 -4.55003
C33 3.19799 2.83298 -4.39198
C34 3.10230 1.25765 -4.39544
N4 1.92484 0.84355 -3.60095
O6 1.87669 -0.53297 -3.57227
C35 3.08551 0.88013 -5.89400
C36 4.39498 0.75613 -3.70947
C37 -0.14104 1.18115 -5.13281
H64 -0.73749 -0.00015 -2.78888
H65 0.16865 1.17795 -1.72117
H66 -1.25200 1.58257 -2.63429
H67 -0.06697 3.58031 -3.69055
H68 1.20979 3.14808 -2.66090
H69 1.59727 3.63092 -5.59807
H70 2.14966 4.64709 -4.21483
H71 3.60761 3.05663 -3.40694
H72 3.99571 3.18789 -5.04449
H73 2.64941 -0.10600 -6.05362
H74 4.10183 0.93786 -6.28370
H75 2.54358 1.61371 -6.49089
H76 4.64712 -0.29557 -3.84533
H77 4.25712 0.89144 -2.63673
H78 5.23220 1.39618 -3.98787
H79 -0.65577 0.22103 -5.09623
H80 -0.97405 1.83683 -5.38638
H81 0.58159 1.25673 -5.94533
H82 1.90758 -0.80363 -2.65173
C38 -3.09175 3.65133 3.12525
C39 -2.03716 3.61800 1.99035
C40 -1.96089 2.20504 1.23105
C41 -3.05549 2.08001 0.23992
C42 -2.86751 3.18928 -0.77401
C43 -2.98176 4.58905 -0.18460
N5 -2.10006 4.69759 0.97351
O7 -2.00946 5.97951 1.50221
C44 -2.39964 5.56532 -1.28865
C45 -4.47082 5.04553 0.17119
C46 -0.68053 3.81404 2.78435
H83 -4.06883 3.25520 2.84865
H84 -3.41681 4.65584 3.39616
H85 -2.79692 3.13824 4.04062
H86 -0.96873 1.98972 0.83436
H87 -2.17224 1.44372 1.98193
H88 -4.06167 2.10838 0.65812
H89 -2.99948 1.11451 -0.26285
H90 -3.58813 3.08181 -1.58473
H91 -1.86071 3.07333 -1.17526
H92 -2.35608 6.59085 -0.92194
H93 -1.37922 5.26942 -1.53215
H94 -3.01985 5.49288 -2.18207
H95 -4.91203 4.54442 1.03277
H96 -4.46436 6.10704 0.41873
H97 -5.21758 4.98688 -0.62064
H98 0.17045 3.77498 2.10435
H99 -0.50644 3.16327 3.64126
H100 -0.60560 4.79358 3.25655
H101 -1.07120 6.12540 1.36086

Properties
Max |F| (eV Å⁻¹): 5.13
E_LUMO (alpha / beta) (eV): -2.10 / -6.56
HOMO (alpha / beta) (eV): -9.644 / -9.644
Charge: +1
Orbital gap (alpha / beta) (eV): 7.541 / 3.088
Spin multiplicity: 2

Löwdin population analysis, charges in e, atoms 1 to 99: C -0.131; O -0.144; H 0.073; H 0.061; H 0.075; H 0.041; O -0.047; H -0.017; H 0.034; C -0.023; C -0.472; C -0.131; C -0.183; C -0.134; C -0.420; N -0.154; O -0.016; C -0.004; C -0.042; C -0.019; H 0.081; H 0.065; H 0.061; H 0.119; H 0.106; H 0.119; H 0.114; H 0.109; H 0.121; H 0.087; H 0.065; H 0.073; H 0.102; H 0.064; H 0.072; H 0.083; H 0.062; H 0.083; H 0.105; C 0.007; C -0.422; C -0.088; C -0.125; C -0.140; C -0.372; N 0.064; O 0.111; C -0.007; C 0.022; C -0.005; H 0.096; H 0.104; H 0.074; H 0.098; H 0.125; H 0.095; H 0.119; H 0.134; H 0.107; H 0.071; H 0.104; H 0.084; H 0.102; H 0.073; H 0.088; H 0.075; H 0.076; H 0.099; H 0.148; C -0.024; C -0.446; C -0.115; C -0.143; C -0.127; C -0.447; N -0.154; O 0.009; C -0.018; C -0.036; C -0.028; H 0.057; H 0.087; H 0.069; H 0.098; H 0.112; H 0.100; H 0.089; H 0.114; H 0.107; H 0.080; H 0.074; H 0.060; H 0.071; H 0.072; H 0.087; H 0.043; H 0.079; H 0.063; H 0.080

[3]
DFT (ωB97M-V/def2-TZVPD) results for C4H4Br2ClN as an isolated structure.

Geometry (Å):
C1 -1.18321 -0.32585 -0.62369
C2 -0.84239 0.55830 1.50084
C3 0.37087 -0.46696 -0.99497
C4 1.22291 0.13333 0.03256
N1 -1.46101 -0.01219 0.52638
Cl1 0.67867 -2.15192 -1.51663
Br1 2.63489 -1.02999 0.77252
Br2 1.90722 1.83402 -0.41055
H1 -1.94052 -0.49780 -1.37950
H2 -0.77957 0.10601 2.45502
H3 -1.21447 1.62793 1.46587
H4 0.60661 0.22512 -1.82787

Properties
Max |F| (eV Å⁻¹): 2.73
Relative energy (zero: lowest compared OMol25 entry of this formula, charge and spin) (kcal/mol): 85.5
E_LUMO (alpha / beta) (eV): -0.22 / -0.21
HOMO (alpha / beta) (eV): -7.794 / -7.795
Charge: 0
Orbital gap (alpha / beta) (eV): 7.578 / 7.581

How is the electron density shared among the atoms? According to natural (NBO), the charges in e are: C 0.185; C -0.064; C -0.417; C -0.373; N -0.338; Cl -0.009; Br 0.043; Br 0.067; H 0.214; H 0.213; H 0.222; H 0.257

Q: Which of these has the highest max |F|?
A: C52H41MoNO3S3